# C2H3ClO2P

An isolated ion of composition C2H3ClO2P and charge -1 in a non-equilibrium geometry (ωB97M-V with the def2-TZVPD basis set, the OMol25 dataset).

Geometry as XYZ:
```
9
Properties=species:S:1:pos:R:3:forces:R:3:nbo_charge:R:1
O 0.533 -1.952 -0.170 0.6443 -1.0508 0.0579 -0.75
C 1.120 -0.862 -0.108 -0.1656 2.1964 -0.3178 0.76
O 2.234 -0.445 0.200 0.2571 -0.8298 0.0543 -0.72
C 0.028 0.231 -0.520 1.4744 1.1685 -0.5181 -0.55
P -1.399 -0.345 0.357 -0.6208 -0.8235 1.3952 0.37
Cl 0.320 2.074 -0.016 0.3511 -1.0900 -0.4517 -0.22
H -0.048 0.338 -1.609 -0.1393 -0.2874 0.3628 0.22
H -1.975 0.878 0.229 -1.2748 1.2654 0.0889 -0.09
H -0.814 0.083 1.636 -0.5264 -0.5487 -0.6714 -0.03
```
Forces are in eV/Å.

- DFT total energy: -1030.0745 a.u.
- F_max: 2.23 eV/Å
- Charge: -1
- ΔE to the lowest compared entry with this formula, charge and spin: 3.155 eV
- LUMO energy: 3.8 eV
- HOMO-LUMO gap: 8.413 eV
- HOMO energy: -4.58 eV